Computed, not measured: a structure of composition C31H34FeN5O4PS4 at a distorted geometry, with ωB97M-V/def2-TZVPD.

Summary:
HOMO level (spin up / spin down) in eV: -9.731 / -9.732
Expectation value of S²: 1.03
ΔE to the lowest compared entry with this formula, charge and spin in kcal/mol: 0.0
Multiplicity: 2
M in g mol⁻¹: 755.73
Total charge: +1
HOMO-LUMO gap (spin up / spin down) in eV: 6.45 / 4.56
DFT total energy in a.u.: -4974.212873
Largest force on an atom in eV/Å: 2.9
E_LUMO (spin up / spin down) in Ha: -0.12062 / -0.18999

Positions of all 80 atoms, in Å:
Fe (-0.400, 0.449, -0.108)
C (-0.619, 0.140, -4.421)
C (0.717, 0.206, -4.768)
C (1.673, 0.342, -3.771)
C (1.262, 0.389, -2.454)
N (-0.039, 0.333, -2.126)
C (-0.958, 0.218, -3.078)
C (2.184, 0.486, -1.290)
C (3.569, 0.471, -1.337)
C (4.270, 0.566, -0.145)
C (3.580, 0.661, 1.054)
C (2.196, 0.675, 1.019)
N (1.550, 0.597, -0.133)
C (1.287, 0.766, 2.193)
C (1.712, 0.892, 3.501)
C (0.768, 0.898, 4.518)
C (-0.573, 0.794, 4.199)
C (-0.927, 0.698, 2.862)
N (-0.019, 0.686, 1.891)
H (-1.391, 0.035, -5.171)
H (1.016, 0.149, -5.806)
H (2.723, 0.411, -4.022)
H (-1.988, 0.190, -2.742)
H (4.092, 0.393, -2.279)
H (5.352, 0.557, -0.150)
H (4.112, 0.726, 1.993)
H (2.766, 0.980, 3.728)
H (1.080, 0.979, 5.551)
H (-1.335, 0.787, 4.966)
H (-1.961, 0.634, 2.542)
O (-4.037, 4.594, -0.558)
C (-4.752, 3.464, -0.432)
C (-6.143, 3.579, -0.456)
C (-6.940, 2.462, -0.329)
C (-6.374, 1.197, -0.166)
C (-5.001, 1.075, -0.145)
C (-4.168, 2.192, -0.282)
C (-2.707, 1.985, -0.260)
O (-2.264, 0.793, -0.116)
N (-1.920, 3.028, -0.381)
N (-0.565, 2.699, -0.354)
C (0.184, 3.732, -0.327)
S (-0.485, 5.352, -0.258)
C (1.094, 6.192, -0.564)
C (2.210, 5.375, 0.054)
S (1.938, 3.635, -0.377)
H (-3.084, 4.343, -0.548)
H (-6.569, 4.566, -0.578)
H (-8.017, 2.571, -0.360)
H (-7.003, 0.323, -0.059)
H (-4.531, 0.108, -0.021)
H (1.021, 7.174, -0.101)
H (1.228, 6.308, -1.638)
H (2.217, 5.468, 1.138)
H (3.187, 5.647, -0.342)
C (0.097, -4.244, 2.795)
C (-0.608, -5.286, 1.951)
C (0.203, -6.551, 1.770)
O (-0.996, -4.777, 0.631)
P (-0.268, -3.803, -0.338)
S (-1.188, -3.772, -2.064)
S (-0.397, -1.914, 0.251)
O (1.210, -4.340, -0.316)
C (2.437, -3.787, -0.888)
C (3.140, -2.983, 0.186)
C (2.210, -2.997, -2.161)
H (0.287, -4.663, 3.783)
H (-0.510, -3.345, 2.907)
H (1.056, -3.969, 2.348)
H (-1.569, -5.529, 2.399)
H (1.170, -6.327, 1.320)
H (-0.327, -7.259, 1.133)
H (0.367, -7.016, 2.743)
H (3.021, -4.676, -1.118)
H (2.531, -2.122, 0.468)
H (4.101, -2.629, -0.189)
H (3.317, -3.593, 1.072)
H (1.595, -2.117, -1.969)
H (1.721, -3.601, -2.923)
H (3.178, -2.671, -2.545)